55
Properties=species:S:1:pos:R:3 method="wB97M-V/def2-TZVPD" e_lumo_ha=-0.663 homo_energy_ev=-20.051 multiplicity=1 total_charge=+4
C 0.666 5.339 -0.409
C 0.263 3.921 0.040
C 1.359 2.908 -0.307
I 3.160 3.410 0.782
C 1.075 1.412 -0.127
C 0.031 0.818 -1.144
F -0.318 1.803 -2.005
C -1.239 0.182 -0.574
C -2.085 -0.296 -1.759
C -3.533 -0.638 -1.424
N -4.164 0.443 -0.632
C -0.914 -0.909 0.486
C -0.724 -2.322 -0.088
C 0.432 -2.579 -1.049
O 0.199 -2.942 -2.154
C 1.898 -2.537 -0.696
C 2.452 -2.826 0.529
C 3.869 -2.820 0.685
C 4.731 -2.524 -0.373
C 4.180 -2.258 -1.606
C 2.767 -2.262 -1.767
S -2.269 -1.171 1.764
O -2.919 0.127 2.023
O -3.093 -2.272 1.462
C -1.408 -1.596 3.397
F -0.575 -2.574 3.183
F -2.409 -1.959 4.147
F -0.815 -0.526 3.888
O 0.262 -0.602 1.301
S 0.622 0.953 1.524
O -0.585 1.696 1.973
O 1.700 0.999 2.422
H 1.103 5.866 0.428
H 1.437 5.303 -1.167
H -0.179 5.912 -0.757
H 0.185 3.965 1.124
H -0.679 3.633 -0.418
H 1.633 3.058 -1.343
H 2.010 0.883 -0.282
H 0.538 0.061 -1.738
H -1.853 0.957 -0.126
H -2.127 0.524 -2.462
H -1.617 -1.120 -2.287
H -4.048 -0.705 -2.376
H -3.676 -1.605 -0.961
H -4.874 0.021 -0.040
H -4.705 1.025 -1.262
H -1.637 -2.638 -0.565
H -0.555 -2.991 0.757
H 1.845 -3.058 1.386
H 4.300 -3.045 1.646
H 5.799 -2.518 -0.242
H 4.791 -2.064 -2.471
H 2.342 -2.079 -2.742
Hf -2.646 2.214 2.409